26
Properties=species:S:1:pos:R:3:forces:R:3:mulliken_charge:R:1 method="wB97M-V/def2-TZVPD" gap_ev=8.6 mol_weight_g_mol=199.3 homo_energy_ev=-8.098 e_above_lowest_ev=2.059 smiles=CO[C@H](c1ncccn1)[C@@H](C)SN total_charge=0 spin_multiplicity=1
C 0.48506 -1.99346 1.81792 -2.545 -0.465 -1.562 -0.86
O 0.78553 -1.37048 0.55229 0.098 -0.101 1.193 -0.39
C 0.46306 0.01207 0.48684 0.949 0.063 -2.301 0.17
C -0.99663 0.07136 0.13112 0.151 0.990 0.372 0.13
N -1.81952 -0.08876 1.18017 -0.499 -1.130 0.046 -0.48
C -3.10395 -0.26585 0.89954 -1.378 1.343 -0.404 -0.20
C -3.56166 0.09382 -0.39773 -2.570 -0.740 1.484 -0.32
C -2.64820 0.45002 -1.30637 0.978 -0.850 -1.091 -0.18
N -1.34346 0.31769 -1.12421 0.508 0.252 0.514 -0.39
C 1.39818 0.69214 -0.60771 0.956 0.465 3.076 0.08
C 1.05932 2.17063 -0.78803 -4.665 -2.553 0.938 -1.28
S 3.15737 0.44623 0.07404 -1.255 -0.178 -0.952 -0.01
N 3.65644 -0.62145 -1.18327 2.557 -0.616 -0.184 -0.56
H 1.19456 -2.75440 2.02047 0.526 -0.816 -0.084 0.31
H -0.60753 -2.35120 1.90387 1.557 -0.139 -0.788 0.21
H 0.44094 -1.33036 2.61071 0.703 1.872 1.532 0.40
H 0.68404 0.58326 1.38452 -0.222 -0.306 0.561 0.31
H -3.85178 -0.49788 1.71982 1.234 0.136 -0.950 0.34
H -4.62032 0.11099 -0.79273 1.124 -0.205 1.218 0.28
H -2.99679 0.65426 -2.28442 -0.015 0.580 -1.006 0.44
H 1.40019 0.22421 -1.54951 -0.026 -0.970 -0.876 0.50
H 0.05739 2.32954 -0.20303 1.544 0.058 -1.187 0.25
H 1.64850 2.91281 -0.45796 2.768 2.119 1.258 0.50
H 0.83763 2.30468 -1.81194 -0.321 0.488 -1.093 0.28
H 4.70490 -0.47188 -1.31590 -1.926 -0.121 0.038 0.26
H 3.57674 -1.62802 -0.95849 -0.231 0.824 0.248 0.24